The following is a quantum chemistry calculation of C16H23CaN3OSeSi2 as an isolated structure, from the Open Molecules 2025 dataset.

The orbital gap (spin up / spin down) is 5.82 / 5.47 eV. The LUMO energy (spin up / spin down) comes out at -0.423 / -0.711 eV. Its energy above the lowest of the compared OMol25 structures with the same formula, charge and spin is 0.0 kcal/mol. The HOMO energy (spin up / spin down) is -6.24 / -6.19 eV. Its total energy is -4521.016258 hartree.

Structure (ORCA input):
```
! wB97M-V def2-TZVPD RIJCOSX def2/J DEFGRID3
* xyz 0 1
Ca -0.10486 -0.40928 0.33053
C 3.57585 -0.28623 -1.48905
Si 2.88530 0.46816 0.10198
C 3.78444 -0.36663 1.54127
C 3.31133 2.30281 0.12359
C 4.63960 2.74299 0.09899
C 4.94083 4.09514 0.11340
C 3.91202 5.03100 0.15024
C 2.59386 4.60534 0.17286
C 2.27604 3.24277 0.16139
Si 0.48756 2.63487 0.16265
C -0.41432 3.56314 1.55841
C -0.30940 3.30439 -1.42823
H 4.65593 -0.11154 -1.54214
H 3.12372 0.17538 -2.36901
H 3.40879 -1.36384 -1.53969
H 4.86338 -0.20140 1.44942
H 3.61292 -1.44442 1.56431
H 3.46647 0.05305 2.49753
H 5.45187 2.02295 0.07047
H 5.97290 4.42342 0.09681
H 4.14212 6.08946 0.16121
H 1.80238 5.34826 0.19995
H -0.24667 4.64134 1.46551
H -0.05903 3.25810 2.54458
H -1.49550 3.40127 1.52328
H -0.18179 4.39071 -1.48192
H -1.38090 3.09340 -1.47267
H 0.15625 2.87394 -2.31738
C -3.51603 -0.75631 0.08943
O -2.41657 0.13969 0.33429
H -4.12214 -0.39246 -0.73910
H -4.12439 -0.86537 0.98602
H -3.08000 -1.71692 -0.17025
H -2.74704 1.00488 0.59658
Se -0.35144 -3.61021 2.94534
N -0.37029 -5.04072 1.85916
C -0.42977 -4.58524 0.60624
C -0.44789 -5.35440 -0.56583
C -0.48696 -4.69610 -1.79284
C -0.50988 -3.31498 -1.84982
N -0.51254 -2.52852 -0.75276
C -0.47321 -3.14632 0.44867
N -0.45524 -2.42100 1.57404
H -0.42106 -6.43321 -0.49745
H -0.49304 -5.25835 -2.71626
H -0.53050 -2.80171 -2.80272
*
```

Table of Mulliken atomic charges, one value per atom, all in e: 1.299 -1.197 0.423 -1.207 0.283 -0.571 -0.675 -0.701 -0.398 0.521 0.259 -1.220 -1.199 0.354 0.348 0.335 0.350 0.328 0.344 0.293 0.384 0.381 0.284 0.335 0.332 0.294 0.342 0.318 0.343 -0.605 -0.570 0.294 0.295 0.207 0.263 0.130 -0.855 0.568 -0.502 -0.360 -0.961 -0.492 1.263 -0.909 0.455 0.371 0.424


The following is a quantum chemistry calculation of one molecule with the formula C6H10O at a distorted geometry, from the Open Molecules 2025 dataset.

The orbital gap is 10.24 eV. The LUMO energy comes out at 0.998 eV. Its energy above the lowest of the compared OMol25 structures with the same formula, charge and spin is 21.3 kcal/mol. The HOMO energy is -9.25 eV. Its total energy is -309.808474 hartree. As for the structure (SMILES): O[C@@H]1C=CCCC1.

Structure (ORCA input):
```
! wB97M-V def2-TZVPD RIJCOSX def2/J DEFGRID3
* xyz 0 1
O 2.40738 -0.78356 -0.08915
C 1.11088 -0.25535 -0.14460
C 0.00878 -1.20297 0.37530
C -1.34415 -0.46557 0.21620
C -1.15151 0.79646 -0.66256
C -0.13988 1.67555 0.16840
C 0.98929 1.06299 0.53399
H 2.32141 -1.68485 -0.42665
H 0.77291 -0.02700 -1.16882
H 0.18085 -1.50769 1.41832
H 0.03344 -2.11706 -0.24302
H -1.69385 -0.08903 1.17572
H -2.11335 -1.15683 -0.14199
H -0.86466 0.40540 -1.66371
H -2.07431 1.33233 -0.87286
H -0.38549 2.63548 0.63136
H 1.75164 1.40881 1.23708
*
```

Table of Mulliken atomic charges, one value per atom, all in e: -0.544 0.447 -0.764 -0.467 -0.988 -0.274 -0.523 0.327 0.106 0.245 0.387 0.324 0.350 0.262 0.373 0.347 0.391


The following is a quantum chemistry calculation of a 12-piece molecular cluster, C24H72F6NO10P overall at a distorted geometry, from the Open Molecules 2025 dataset.

The orbital gap is 8.78 eV. The LUMO energy comes out at -0.311 eV. Its energy above the lowest of the compared OMol25 structures with the same formula, charge and spin is 0.0 kcal/mol. The HOMO energy is -9.10 eV. Its total energy is -2705.507156 hartree.

Structure (ORCA input):
```
! wB97M-V def2-TZVPD RIJCOSX def2/J DEFGRID3
* xyz 0 1
N -2.25723 0.92395 -3.59545
H -2.39567 -0.07770 -3.66777
H -1.32457 1.31464 -3.66488
H -2.68281 1.29422 -2.75305
H -2.77121 1.28793 -4.38654
P -0.97504 -0.77497 0.00790
F -0.56897 0.74568 -0.43803
F -2.60063 -0.38404 0.04585
F -1.14295 -1.21071 -1.55996
F -1.39342 -2.29805 0.41457
F 0.59267 -1.18814 -0.02346
F -0.83267 -0.34618 1.58007
C 1.79583 -2.73442 2.48259
C 2.79640 -2.23331 3.53175
C 3.77744 -3.29733 3.97065
O 3.53643 -1.12423 3.05287
H 1.27255 -3.65796 2.73157
H 2.29974 -2.95848 1.54241
H 1.02271 -1.96770 2.43288
H 2.24012 -1.85320 4.38959
H 3.23840 -4.13528 4.41355
H 4.40317 -2.89841 4.76947
H 4.44831 -3.71594 3.22043
H 2.94192 -0.42709 2.75485
C 1.28373 -0.22369 -4.20092
C 1.20109 1.20780 -3.77068
C 2.48560 2.02961 -4.00537
O 0.13219 1.78403 -4.35515
H 1.83385 -0.85483 -3.50266
H 1.73438 -0.29866 -5.19139
H 0.35619 -0.78342 -4.32476
H 1.12562 1.24789 -2.68346
H 2.91218 1.81491 -4.98628
H 3.24230 1.91104 -3.23068
H 2.17321 3.05478 -4.20626
H 0.41164 1.85717 -5.27171
C 3.87363 -1.89954 -0.75094
C 5.38466 -1.72657 -0.57851
C 5.96197 -2.19801 0.75571
O 5.92652 -2.32818 -1.70993
H 3.40511 -1.26070 -0.00168
H 3.59859 -2.94189 -0.58921
H 3.52175 -1.64720 -1.75126
H 5.68059 -0.68439 -0.70802
H 5.57897 -1.51656 1.51559
H 7.05133 -2.19878 0.79620
H 5.69679 -3.19608 1.10541
H 5.78174 -1.83024 -2.51732
C -4.87342 3.37849 -1.96074
C -4.13977 2.91417 -0.77789
C -4.99042 2.01624 0.11315
O -3.07394 2.10713 -1.28943
H -5.30818 2.52537 -2.48220
H -4.18622 3.93445 -2.59831
H -5.71311 3.99819 -1.64568
H -3.79629 3.78375 -0.21645
H -5.38998 1.20315 -0.49314
H -5.82738 2.60567 0.48794
H -4.39809 1.59914 0.92750
H -2.72899 1.53525 -0.59815
C -3.48857 1.93364 5.84764
C -3.69774 0.48509 5.46217
C -3.26473 0.29968 4.03565
O -2.98672 -0.39996 6.24768
H -3.89049 2.63830 5.11977
H -2.41056 2.09887 5.85906
H -3.86156 2.14818 6.84917
H -4.75556 0.22444 5.50290
H -3.97031 0.83992 3.40334
H -3.32551 -0.74455 3.72763
H -2.25970 0.55881 3.70148
H -2.08001 -0.08701 6.29644
C 2.08423 2.44743 0.43618
C 2.84189 1.67745 1.48461
C 3.31335 2.57459 2.59144
O 1.98295 0.75192 2.13614
H 1.01827 2.51115 0.65314
H 2.25675 1.97274 -0.53025
H 2.48530 3.45272 0.30640
H 3.68677 1.11199 1.08970
H 2.47594 3.08071 3.07252
H 4.04228 3.33533 2.31223
H 3.74074 1.95869 3.38318
H 1.45800 0.36010 1.43213
C 0.59354 4.01211 -1.72629
C 0.00943 5.04736 -2.71867
C -1.52488 5.22591 -2.58996
O 0.55668 6.34842 -2.47921
H 1.64870 3.89340 -1.97279
H 0.16179 3.01137 -1.71991
H 0.50506 4.44212 -0.72864
H 0.19872 4.79990 -3.76315
H -2.05282 4.27420 -2.65358
H -1.85671 6.00107 -3.28064
H -1.88218 5.58322 -1.62315
H 0.15375 6.70570 -1.68419
C 0.14002 -5.04998 0.10696
C -1.23395 -5.72135 0.10142
C -1.21241 -7.03227 0.87844
O -2.18995 -4.79508 0.69944
H 0.45346 -5.04729 1.15140
H 0.13920 -4.00680 -0.20842
H 0.91367 -5.60450 -0.42427
H -1.57659 -5.99432 -0.89714
H -1.23769 -6.90414 1.96042
H -0.27022 -7.51696 0.62199
H -2.08130 -7.57859 0.51183
H -1.79605 -3.92666 0.81977
O -3.71841 -2.87494 -1.56834
H -3.54742 -3.53434 -0.89357
H -3.23136 -2.10124 -1.27847
O -2.89294 -1.64331 -3.83618
H -2.74013 -2.17724 -4.61659
H -3.17238 -2.26874 -3.16403
*
```

Here are the Mulliken charges for atoms 1 to 99, given in e: 0.304 0.340 0.146 0.166 0.502 1.232 -0.403 -0.140 -0.422 -0.071 -0.230 -0.369 -0.564 0.617 -1.585 -0.554 0.376 -0.009 0.034 0.227 0.407 0.429 0.242 0.371 -1.107 2.112 -1.438 -0.710 -0.033 0.433 0.253 -1.166 0.428 0.284 0.363 0.363 0.018 0.319 -1.147 -0.623 -0.128 0.237 -0.108 0.201 0.241 0.396 0.238 0.317 -1.540 0.898 -1.328 -0.412 0.332 0.331 0.488 0.219 0.305 0.484 0.179 -0.163 -1.221 0.127 -0.780 -0.551 0.335 0.313 0.327 0.352 0.139 0.369 0.197 0.360 -0.901 1.106 -1.823 -0.800 0.182 0.097 0.553 -0.157 0.367 0.402 0.412 0.240 -0.583 0.156 -1.134 -0.617 0.313 -0.179 0.601 0.242 -0.080 0.433 0.393 0.388 -1.249 0.725 -1.448


The following is a quantum chemistry calculation of a 2-piece molecular cluster, C8H14BrOP overall at a distorted geometry, from the Open Molecules 2025 dataset.

The orbital gap (spin up / spin down) is 7.11 / 5.44 eV. The LUMO energy (spin up / spin down) comes out at -1.928 / -2.759 eV. Its energy above the lowest of the compared OMol25 structures with the same formula, charge and spin is 75.4 kcal/mol. The HOMO energy (spin up / spin down) is -9.04 / -8.20 eV. Its total energy is -3303.740124 hartree.

Structure (ORCA input):
```
! wB97M-V def2-TZVPD RIJCOSX def2/J DEFGRID3
* xyz 0 1
C -0.02774 2.10418 -0.31008
C 1.94258 0.77161 -0.91105
C -0.39977 0.96024 0.69656
C 1.44847 -0.46326 -0.11744
C -0.29939 0.23973 -1.61890
C 0.59214 1.42098 -1.43510
C -0.14536 -0.25388 -0.15695
C -0.94292 -1.97057 2.09880
O -0.27724 -3.11715 -0.23746
P -0.83950 -1.88010 0.27563
Br -4.38315 -0.83572 -0.31292
H -0.95344 2.72537 -0.32856
H 0.74684 2.61159 0.13516
H 2.47487 1.33457 -0.20592
H 2.57117 0.56361 -1.80497
H 0.14259 1.12528 1.64732
H -1.50498 0.98891 0.96016
H 1.68985 -1.50746 -0.49772
H 1.71945 -0.55671 0.99502
H -1.47893 0.49587 -1.75219
H -0.03746 -0.51838 -2.20818
H 0.75224 1.88191 -2.31512
H -0.82989 -0.98590 2.60351
H -1.89054 -2.50811 2.50319
H -0.06989 -2.62662 2.29719
*
```

Table of Mulliken atomic charges, one value per atom, all in e: -1.141 -0.854 -0.871 -1.054 -1.120 -0.121 0.792 -0.832 -0.616 0.644 -0.437 0.286 0.466 0.355 0.339 0.332 0.447 0.415 0.394 0.288 0.627 0.705 0.320 0.329 0.305